Density functional theory data (wB97M-V/def2-TZVPD) for a cluster of 2 separate species, C8H18O in total in a non-equilibrium geometry.

XYZ file:
```
27
C8H18O | OMol25 | wB97M-V/def2-TZVPD
C 1.430 1.523 1.091
C 1.327 0.066 0.734
C 1.454 -0.424 -0.520
C 1.813 -1.865 -0.755
C 1.620 0.484 -1.710
H 0.935 2.147 0.348
H 0.965 1.709 2.058
H 2.473 1.840 1.156
H 1.497 -0.612 1.564
H 2.834 -1.962 -1.125
H 1.153 -2.293 -1.509
H 1.726 -2.451 0.163
H 0.813 1.215 -1.752
H 2.552 1.050 -1.650
H 1.621 -0.092 -2.635
C -2.566 1.094 1.021
C -1.760 -0.148 0.688
C -1.785 -0.517 -0.773
O -2.200 -1.197 1.529
H -3.624 0.913 0.834
H -2.443 1.348 2.072
H -2.241 1.930 0.405
H -0.628 0.043 0.917
H -1.588 0.339 -1.415
H -0.886 -1.183 -0.949
H -2.744 -0.946 -1.061
H -1.748 -2.009 1.272
```

Calculated values
Total energy = -10634.4430 eV
Orbital gap = 9.33 eV
Relative energy (zero: lowest compared OMol25 entry of this formula, charge and spin) = 29.6 kcal per mole
Total charge = 0
LUMO energy = 0.83 eV

natural (NBO) population analysis, charges in e, atoms 1 to 5: -0.6530 -0.2106 0.0141 -0.6354 -0.6598